i | 23
Properties=species:S:1:pos:R:3:mulliken_charge:R:1 method="wB97M-V/def2-TZVPD" total_charge=+1 e_homo_ev="-14.450 / -14.286"
C 0.662 -3.274 2.398 -0.199
C -0.816 -0.801 1.335 0.474
C 0.265 1.667 -3.122 -1.395
C -0.206 1.625 -1.670 -0.493
C 0.898 0.940 -0.829 -0.311
C 0.654 0.930 0.735 -0.965
N 1.038 -2.144 1.932 -0.299
N -1.780 -1.569 1.679 -0.152
N -0.705 0.426 1.097 -0.086
H -0.395 -3.374 2.793 0.152
H 1.238 -4.147 2.305 0.331
H 0.393 0.617 -3.502 0.323
H -0.371 2.192 -3.873 0.352
H 1.107 2.224 -3.103 0.404
H -0.231 2.618 -1.441 0.351
H -1.153 1.183 -1.648 0.430
H 0.993 -0.112 -1.103 0.299
H 1.950 1.332 -0.768 0.340
H 0.669 1.916 1.118 0.402
H 1.441 0.335 1.115 0.443
H -1.600 -2.428 2.256 0.050
H -2.680 -1.292 1.553 0.219
H -1.372 1.136 0.742 0.330

***

ii | 23
Properties=species:S:1:pos:R:3:mulliken_charge:R:1 method="wB97M-V/def2-TZVPD" total_charge=+1 e_homo_ev=-12.788
C -1.348 -0.467 2.244 0.595
C -0.016 0.843 -2.192 -0.895
C 0.741 -0.198 -2.481 0.231
C 0.170 1.131 1.455 0.014
C -1.722 -1.957 2.391 -1.125
C 2.008 -0.116 -3.223 -1.114
N -2.028 0.580 2.473 -0.590
N -0.037 -0.148 1.657 -0.230
N 1.179 1.628 0.745 -0.218
H 0.069 1.762 -2.872 0.258
H -0.934 0.696 -1.665 0.341
H 0.403 -1.159 -2.021 0.302
H -0.609 1.740 1.895 0.475
H -0.913 -2.648 2.682 0.341
H -2.024 -2.390 1.397 0.313
H -2.652 -2.209 3.083 0.328
H 2.498 0.864 -3.021 0.298
H 1.937 -0.083 -4.396 0.284
H 2.691 -1.001 -3.121 0.316
H -2.971 0.362 2.822 0.259
H 0.271 -0.755 0.941 0.296
H 1.377 2.568 0.802 0.251
H 1.911 0.957 0.407 0.269

***

The most stable of them is ii.

***

i | 23
Properties=species:S:1:pos:R:3:mulliken_charge:R:1 method="wB97M-V/def2-TZVPD" total_charge=+1 e_homo_ev=-12.521
C 2.133 -1.362 0.317 -0.647
N 1.791 -0.438 -0.808 -0.239
N 2.122 0.935 -0.589 -0.301
C 0.978 1.703 -0.479 -0.814
N 0.136 1.441 0.752 -0.043
C -1.036 0.811 0.841 -0.340
C -1.562 0.010 -0.211 0.463
C -1.998 -1.359 0.401 -0.603
C -2.939 -0.484 -0.320 -0.592
H 3.198 -1.087 0.495 0.339
H 1.291 -1.181 1.091 0.128
H 2.050 -2.331 -0.054 0.302
H 2.041 -0.614 -1.845 0.275
H 2.946 1.310 -0.078 0.283
H 0.331 1.561 -1.417 0.374
H 1.338 2.630 -0.268 0.449
H 0.312 2.009 1.526 0.264
H -1.701 0.891 1.710 0.438
H -0.843 -0.005 -1.141 0.228
H -1.923 -1.493 1.507 0.278
H -1.597 -2.207 -0.191 0.254
H -3.318 -0.724 -1.431 0.230
H -3.750 -0.018 0.193 0.276

***

ii | 23
Properties=species:S:1:pos:R:3:mulliken_charge:R:1 method="wB97M-V/def2-TZVPD" total_charge=+1 e_homo_ev=-13.708
C 0.190 1.927 0.577 -1.100
N 0.460 0.677 -0.121 -0.237
C 1.537 -0.205 0.309 0.383
N 2.421 -0.534 -0.824 -0.675
C 0.940 -1.461 0.826 -0.576
C -0.363 -1.610 0.618 -0.873
C -1.197 -0.574 0.025 1.033
C -1.556 -0.679 -1.442 -1.258
N -2.048 0.260 0.785 -0.424
H -0.247 1.911 1.629 0.271
H 1.163 2.495 0.452 0.433
H -0.594 2.405 -0.150 0.351
H 0.591 1.089 -0.963 0.271
H 2.051 0.321 1.145 0.293
H 3.321 -0.751 -0.388 0.300
H 2.603 0.288 -1.437 0.270
H 1.604 -2.183 1.220 0.468
H -0.979 -2.473 0.815 0.492
H -2.519 -0.112 -1.637 0.385
H -1.665 -1.710 -1.741 0.357
H -0.807 -0.158 -2.050 0.283
H -2.047 0.190 1.864 0.307
H -2.859 0.888 0.488 0.245

***

The most stable of them is ii.

***

i | 46
Properties=species:S:1:pos:R:3:mulliken_charge:R:1 method="wB97M-V/def2-TZVPD" e_homo_ev=-7.895
C 5.782 0.833 -0.927 -1.467
C 4.385 1.326 -0.584 0.011
O 3.465 0.588 -1.375 -0.415
C 2.140 0.777 -1.183 0.568
C 1.580 1.727 -0.330 -0.487
C 0.210 1.787 -0.168 -0.787
C -0.634 0.907 -0.843 0.257
N -1.995 1.012 -0.564 -0.143
C -2.995 0.137 -0.578 0.356
S -2.787 -1.557 -1.147 -0.123
C -2.308 -2.336 0.457 -1.283
C -0.837 -2.200 0.655 0.850
C 0.038 -3.054 -0.013 -0.571
C 1.409 -2.898 0.091 -0.795
C 1.935 -1.873 0.854 -0.397
C 1.064 -1.022 1.521 -0.438
N 1.594 0.068 2.295 1.205
O 2.792 0.262 2.247 -0.676
O 0.818 0.737 2.941 -0.651
C -0.313 -1.179 1.434 0.058
C -4.255 0.486 -0.133 0.415
C -5.292 -0.455 -0.128 -0.548
N -6.173 -1.193 -0.075 -0.586
C -4.540 1.831 0.388 0.809
N -5.812 2.052 0.779 -0.388
O -3.682 2.708 0.477 -0.806
C -0.080 0.007 -1.752 -0.180
C 1.287 -0.058 -1.909 -0.757
H 5.869 -0.226 -0.703 0.324
H 6.517 1.381 -0.345 0.419
H 5.981 0.982 -1.985 0.337
H 4.174 1.165 0.481 0.180
H 4.297 2.397 -0.809 0.321
H 2.201 2.415 0.221 0.361
H -0.214 2.513 0.510 0.398
H -2.302 1.913 -0.142 0.428
H -2.891 -1.859 1.242 0.466
H -2.611 -3.376 0.350 0.549
H -0.369 -3.842 -0.629 0.437
H 2.069 -3.572 -0.433 0.433
H 2.999 -1.719 0.940 0.501
H -0.954 -0.494 1.970 0.456
H -6.520 1.342 0.700 0.180
H -6.054 2.960 1.137 0.240
H -0.712 -0.640 -2.336 0.467
H 1.725 -0.759 -2.600 0.471

***

ii | 46
Properties=species:S:1:pos:R:3:mulliken_charge:R:1 method="wB97M-V/def2-TZVPD" e_homo_ev=-7.826
C -3.056 -2.635 -1.364 -1.250
C -2.176 -1.388 -1.391 -0.528
N -1.779 -1.014 -0.056 0.422
C -2.657 -0.616 0.918 0.493
S -4.303 -0.119 0.589 -0.224
C -4.019 1.690 0.772 -0.630
C -2.754 2.010 -0.005 0.313
O -2.746 2.046 -1.217 -0.613
N -1.659 2.161 0.787 -0.084
C -0.312 2.127 0.385 0.137
C 0.079 2.341 -0.929 -0.480
C 1.413 2.218 -1.312 -1.227
C 2.324 1.874 -0.346 1.075
C 1.934 1.683 0.982 0.761
C 0.629 1.815 1.378 -0.827
O 3.025 1.357 1.735 -0.525
C 4.113 1.305 0.837 -0.388
O 3.672 1.664 -0.455 -0.496
N -2.059 -0.501 2.069 -0.980
N -0.776 -0.816 1.878 -0.284
C -0.586 -1.104 0.605 0.847
C 0.736 -1.385 0.076 0.768
C 1.105 -1.055 -1.228 -0.498
C 2.375 -1.321 -1.697 -1.106
C 3.304 -1.925 -0.864 -0.477
C 2.976 -2.215 0.443 -0.747
C 1.708 -1.923 0.945 0.631
O 1.474 -2.177 2.239 -0.726
H -3.325 -2.907 -2.381 0.431
H -2.520 -3.466 -0.910 0.332
H -3.968 -2.454 -0.800 0.348
H -2.719 -0.545 -1.832 0.233
H -1.282 -1.588 -1.978 0.392
H -3.962 1.930 1.832 0.325
H -4.886 2.158 0.310 0.469
H -1.787 2.034 1.783 0.351
H -0.664 2.588 -1.668 0.542
H 1.715 2.377 -2.333 0.457
H 0.338 1.644 2.401 0.309
H 4.521 0.281 0.815 0.286
H 4.895 2.006 1.167 0.286
H 0.409 -0.534 -1.867 0.278
H 2.643 -1.048 -2.706 0.392
H 4.296 -2.145 -1.231 0.398
H 3.694 -2.652 1.120 0.453
H 0.617 -1.777 2.502 0.364

***

The most stable of them is ii.

***

i | 46
Properties=species:S:1:pos:R:3:mulliken_charge:R:1 method="wB97M-V/def2-TZVPD" s2=6.028 total_charge=+2 multiplicity=5 e_homo_ev="-15.432 / -15.447"
Pt -0.260 0.537 -0.908 1.508
O -1.219 -2.888 -3.004 -0.238
C -0.572 -1.931 -2.712 0.353
O -0.871 -0.727 -2.580 -0.637
C 1.024 -2.261 -2.463 -0.426
C 1.905 -1.029 -2.713 0.058
C 3.350 -1.555 -2.806 -0.927
C 3.664 -1.845 -1.331 -0.885
C 2.332 -1.466 -0.655 0.092
O 1.902 -0.360 -1.449 -0.566
C 1.329 -2.574 -1.010 -0.051
C 0.009 -2.509 -0.058 0.170
O -0.419 -3.572 0.274 -0.230
O -0.380 -1.351 0.235 -0.699
H 1.205 -3.096 -3.138 0.627
H 1.589 -0.354 -3.508 0.614
H 4.001 -0.779 -3.212 0.366
H 3.424 -2.432 -3.446 0.392
H 4.464 -1.198 -0.964 0.345
H 3.948 -2.877 -1.142 0.428
H 2.403 -1.188 0.396 0.379
H 1.714 -3.581 -0.853 0.728
O -0.086 2.759 -0.675 -0.567
S -0.988 3.316 0.385 0.403
C -0.247 2.677 1.919 0.078
C -0.417 3.324 3.134 -0.227
C 0.147 2.782 4.279 -0.615
C 0.905 1.624 4.204 -0.637
C 1.075 0.981 2.982 -0.764
C 0.503 1.513 1.847 0.263
C -2.345 2.080 0.288 0.713
C -3.129 1.777 1.378 -0.730
C -4.073 0.757 1.269 -0.462
C -4.198 0.039 0.088 -0.699
C -3.439 0.368 -1.022 -0.350
C -2.496 1.412 -0.948 -0.689
H -0.976 4.245 3.196 0.499
H -0.002 3.271 5.228 0.437
H 1.355 1.214 5.094 0.427
H 1.639 0.061 2.929 0.399
H 0.641 1.014 0.867 0.425
H -3.021 2.306 2.311 0.444
H -4.715 0.543 2.109 0.453
H -4.922 -0.759 0.032 0.467
H -3.602 -0.134 -1.965 0.546
H -2.150 1.863 -1.881 0.784

***

ii | 46
Properties=species:S:1:pos:R:3:mulliken_charge:R:1 method="wB97M-V/def2-TZVPD" s2=6.021 total_charge=+2 multiplicity=5 e_homo_ev="-15.236 / -15.402"
Pt -0.760 0.458 0.424 1.865
O -2.908 3.570 -1.553 -0.230
C -2.011 2.955 -0.869 0.401
O -2.286 2.049 -0.087 -0.634
C -0.621 3.504 -1.155 -0.374
C 0.237 3.472 0.141 0.042
C 1.484 4.325 -0.058 -0.990
C 2.333 3.433 -1.002 -0.928
C 1.424 2.223 -1.188 -0.066
O 0.766 2.123 0.098 -0.707
C 0.231 2.599 -2.110 -0.100
C -0.476 1.326 -2.547 0.310
O -0.759 1.327 -3.799 -0.251
O -0.761 0.371 -1.826 -0.715
H -0.711 4.513 -1.554 0.654
H -0.318 3.621 1.062 0.602
H 1.982 4.483 0.895 0.367
H 1.247 5.301 -0.478 0.405
H 3.262 3.125 -0.527 0.343
H 2.581 3.909 -1.949 0.424
H 1.905 1.280 -1.432 0.551
H 0.554 3.151 -2.992 0.687
O -0.177 -0.146 2.351 -0.601
S -0.433 -1.653 2.639 0.308
C 0.965 -2.537 2.027 0.419
C 1.271 -3.725 2.675 -0.322
C 2.295 -4.513 2.163 -0.607
C 2.992 -4.096 1.041 -0.524
C 2.689 -2.884 0.420 -0.718
C 1.667 -2.097 0.910 -0.002
C -1.603 -1.982 1.309 0.601
C -1.549 -3.108 0.509 -0.584
C -2.468 -3.232 -0.526 -0.579
C -3.414 -2.239 -0.770 -0.615
C -3.479 -1.122 0.043 -0.363
C -2.572 -0.974 1.105 -0.614
H 0.724 -4.030 3.559 0.435
H 2.552 -5.444 2.649 0.430
H 3.792 -4.709 0.649 0.417
H 3.265 -2.562 -0.437 0.428
H 1.450 -1.118 0.489 0.316
H -0.799 -3.870 0.670 0.473
H -2.440 -4.111 -1.156 0.444
H -4.117 -2.358 -1.582 0.459
H -4.241 -0.369 -0.108 0.500
H -2.769 -0.238 1.880 0.643

***

The most stable of them is ii.

***

i | 17
Properties=species:S:1:pos:R:3:mulliken_charge:R:1 method="wB97M-V/def2-TZVPD" total_charge=-1 e_homo_ev=-4.346
N -3.274 -0.197 -0.576 -0.662
C -2.007 -0.101 0.271 -1.010
C -0.510 -0.649 0.013 -0.510
N 0.409 0.455 0.131 -0.213
C 1.748 0.239 -0.440 -0.560
C 2.883 0.745 0.476 0.576
O 4.031 0.730 -0.020 -0.747
O 2.543 1.076 1.634 -0.752
H -2.948 -0.061 -1.537 0.263
H -2.684 -1.128 -0.046 0.351
H -2.204 -0.129 1.349 0.384
H -1.728 0.963 0.127 0.516
H -0.427 -0.987 -1.025 0.405
H -0.300 -1.507 0.694 0.304
H 0.660 0.708 1.087 0.240
H 2.021 -0.800 -0.659 0.194
H 1.787 0.644 -1.480 0.222

***

ii | 17
Properties=species:S:1:pos:R:3:mulliken_charge:R:1 method="wB97M-V/def2-TZVPD" total_charge=-1 e_homo_ev=-3.904
C -0.580 -1.803 0.343 -1.250
C -0.567 -0.389 -0.221 -0.513
C 0.744 0.332 0.110 0.586
C 0.701 1.787 -0.382 -1.603
N 1.824 -0.392 -0.506 -0.825
N 2.982 -0.204 -0.006 1.037
O 3.930 -0.840 -0.509 -0.783
O 3.187 0.580 0.953 -0.729
H 0.303 -2.325 -0.014 0.325
H -1.473 -2.346 0.031 0.376
H -0.550 -1.779 1.432 0.286
H -1.409 0.186 0.178 0.325
H -0.665 -0.434 -1.308 0.321
H 0.877 0.355 1.208 0.344
H 0.621 1.805 -1.468 0.352
H -0.145 2.321 0.051 0.340
H 1.623 2.282 -0.087 0.412

***

iii | 17
Properties=species:S:1:pos:R:3:mulliken_charge:R:1 method="wB97M-V/def2-TZVPD" total_charge=-1 e_homo_ev=-4.313
N 1.188 1.413 -0.045 -0.725
C 0.686 0.636 1.076 -0.403
C 1.995 -1.311 1.896 -0.722
C 1.158 -0.787 1.001 -0.060
H 1.283 2.383 0.193 0.189
H 0.561 1.294 -0.832 0.323
H -0.409 0.663 1.096 0.191
H 1.053 1.048 2.017 0.397
H 2.305 -2.347 1.887 0.261
H 2.346 -0.700 2.720 0.242
H 0.876 -1.378 0.138 0.270
N -2.860 -0.490 -1.987 -0.552
C -1.615 0.046 -1.555 0.675
O -0.602 -0.649 -1.720 -0.727
O -1.693 1.189 -1.032 -0.775
H -3.540 0.215 -2.187 0.204
H -2.733 -1.223 -2.665 0.211

***

The most stable of them is iii.

***

i | 14
Properties=species:S:1:pos:R:3:mulliken_charge:R:1 method="wB97M-V/def2-TZVPD" e_homo_ev=-9.039
O -2.289 -0.721 -2.186 -0.525
C -1.417 -0.502 -1.409 0.510
N -1.231 -1.027 -0.114 -0.236
C 0.041 -0.923 0.624 -0.639
C 1.035 0.082 -0.116 -0.086
C 0.921 1.572 0.454 -0.427
F -0.441 1.791 0.573 -0.276
S 0.211 0.270 -1.680 -0.243
H -2.054 -1.477 0.532 0.272
H -0.102 -0.684 1.710 0.326
H 0.512 -1.962 0.720 0.272
H 2.001 -0.464 -0.374 0.410
H 1.473 2.386 -0.119 0.310
H 1.341 1.659 1.385 0.332

***

ii | 14
Properties=species:S:1:pos:R:3:mulliken_charge:R:1 method="wB97M-V/def2-TZVPD" e_homo_ev=-8.853
C 0.032 -0.200 -0.206 0.895
C -0.026 -1.515 0.460 -0.532
C 1.110 0.894 0.078 -0.795
C -1.231 0.616 0.174 -0.151
H -0.077 0.315 -1.949 0.419
H 0.680 -2.192 -0.088 0.309
H -1.107 -1.769 0.393 0.321
H 1.799 0.692 0.957 0.346
H 1.909 0.775 -0.784 0.337
H -2.176 -0.030 0.152 0.267
N -1.289 1.825 0.494 -0.490
O -0.185 -0.537 -1.561 -0.567
F 0.247 -1.280 1.784 -0.299
S 0.315 2.406 0.097 -0.062

***

The most stable of them is i.